Record 1
The following is a DFT calculation (ωB97M-V with the def2-TZVPD basis set) of a structure of composition C4H7EuO2 at a distorted geometry.

Last column: Löwdin spin population.
Positions of all 14 atoms, in Å:
C 0.49 -1.18 0.05  0.000
C 0.88 -1.88 -1.03  0.000
H 1.30 -3.73 -0.02  0.000
O 1.14 -4.04 -2.08  0.000
H 2.60 -3.09 -1.05  0.000
H -0.01 0.56 -1.15  0.000
H 0.75 -1.45 -2.03  0.000
C 1.51 -3.24 -0.99  0.000
Eu -0.88 3.44 1.52  7.033
C 0.08 0.18 -0.12  0.000
H 0.22 -4.32 -1.98  0.000
H -2.41 4.47 0.91  -0.027
O -0.07 0.96 0.83  -0.007
H 0.52 -1.60 1.06  0.000

The HOMO-LUMO gap (alpha / beta) is 7.8 / 8.0 eV. As for the charge: +1. Its multiplicity is 8. Its LUMO energy (alpha / beta) is -0.1620 / -0.1549 Eh. For the electronic energy, the calculation gives -1017.07410 Ha.



Record 2
The following is a DFT calculation (ωB97M-V with the def2-TZVPD basis set) of a cluster of 3 separate species, C25H21N7O5 in total at a distorted geometry.

Last column: natural (NBO) charge in e.
Positions of all 58 atoms, in Å:
N 1.26 5.94 -2.60  -0.285
O -3.76 -7.00 -0.40  -0.377
C -4.93 -1.50 -1.05  -0.215
C 2.07 5.83 -1.60  0.258
H 1.87 -6.86 -1.27  0.227
H 3.06 3.25 -0.32  0.260
H 5.70 6.33 0.55  0.222
C -1.43 3.64 0.02  0.032
H -5.54 -4.47 0.51  0.234
C -0.19 -6.77 -0.64  -0.201
H 6.08 5.43 2.22  0.259
C 1.71 6.21 3.45  0.906
H -2.84 -7.88 -2.51  0.249
C 0.84 -7.08 -1.54  -0.212
N -1.57 -2.09 0.52  0.505
C 6.00 5.32 1.06  -0.701
C 0.06 1.80 1.54  -0.161
N 2.57 5.72 2.47  -0.572
N 0.40 8.23 0.69  -0.264
H -5.43 -0.76 -1.66  0.225
H -6.67 -2.76 -0.89  0.222
C 1.15 3.05 1.71  -0.294
C -3.66 -3.42 0.54  -0.211
H 0.24 0.72 2.01  0.260
C 5.00 4.06 0.74  0.317
H -3.18 -4.18 1.16  0.271
H -3.07 -0.43 -1.02  0.241
N 5.24 2.83 1.32  -0.634
H 1.34 -7.89 -3.47  0.222
H -1.01 -8.40 -4.08  0.226
H 4.54 2.12 1.00  0.337
C 1.89 5.69 1.12  0.035
H 0.06 -6.32 0.32  0.255
C -1.52 -7.06 -0.99  0.084
H 4.24 4.24 -1.40  0.259
H -2.17 1.35 0.43  0.250
N -2.60 -6.71 -0.06  0.505
C -3.59 -1.32 -0.68  -0.211
C -1.82 -7.65 -2.22  -0.204
C -2.96 -2.28 0.12  0.078
O -1.00 -1.05 0.15  -0.393
O -1.04 -2.97 1.21  -0.367
C -4.99 -3.59 0.18  -0.208
C -0.78 -7.95 -3.11  -0.214
H -2.40 3.86 -0.63  0.230
C 3.74 4.22 -0.32  -0.497
C 0.54 -7.66 -2.77  -0.173
C -1.32 2.13 0.65  -0.260
C 2.91 5.62 -0.17  -0.273
N -0.46 4.78 0.17  -0.424
H 2.14 2.87 2.31  0.264
H 3.63 6.54 -0.08  0.275
O 0.68 6.46 4.30  -0.452
C -5.63 -2.63 -0.61  -0.173
H 7.07 5.01 0.65  0.251
C 0.76 4.46 0.97  0.175
O -2.30 -6.16 1.00  -0.380
C 1.08 7.15 0.99  0.221

Its structure (SMILES) is [H]/N=C(/C)C[C@@H](C#N)[C@](C#N)(N=C=O)c1ccccn1.O=[N+]([O-])c1ccccc1.O=[N+]([O-])c1ccccc1. The HOMO-LUMO gap is 8.3 eV. Its multiplicity is 1. Its LUMO energy is -0.0374 Eh. For the electronic energy, the calculation gives -1723.99258 Ha.



Record 3
The following is a DFT calculation (ωB97M-V with the def2-TZVPD basis set) of a structure of composition C20H21F6N5O5S8SbZr at a distorted geometry.

Last column: natural (NBO) charge in e.
Positions of all 67 atoms, in Å:
N 0.99 -0.75 -2.14  -0.396
C -7.31 2.39 -6.38  -0.724
H -1.50 1.39 3.43  0.234
H -2.21 -0.18 1.84  0.415
H 0.47 2.26 2.68  0.468
H -6.68 1.09 -2.36  0.239
C -0.60 0.78 3.61  -0.237
C -0.92 -0.69 3.33  -0.237
C -5.88 -0.08 -3.97  -0.183
F 3.21 -0.06 2.74  -0.307
C 2.12 -1.84 -4.47  -0.108
C 3.92 -0.84 1.92  0.755
H 2.27 -3.63 -3.26  0.207
S 1.19 2.22 -1.12  -0.292
H -7.58 3.44 -6.40  0.227
C 1.07 -0.05 -3.27  0.066
H 1.34 0.89 2.99  0.394
H -4.56 1.06 -1.09  0.231
H 1.71 0.10 -5.32  0.241
N 3.67 -3.38 -5.47  -0.759
F -0.18 -2.87 0.49  -0.309
H 1.34 -2.58 -1.28  0.190
H -0.30 0.91 4.66  0.193
F -0.42 -4.51 1.87  -0.318
H -1.64 -1.73 1.71  0.398
C 1.62 -0.53 -4.44  -0.204
C -2.32 -0.14 -1.76  -0.031
N -1.38 -0.77 1.94  -0.856
C -7.51 1.82 -5.02  0.479
C -1.33 -0.11 -1.05  -0.532
S -1.88 2.10 0.92  -0.813
C -3.61 -0.80 -3.75  -0.210
H -0.01 -1.30 3.44  0.227
C -3.52 -0.14 -2.52  -0.045
H -6.26 2.28 -6.63  0.251
N 0.43 1.21 2.67  -0.953
C 0.44 -3.95 1.01  0.713
O 3.48 -0.96 -0.70  -0.856
S 2.09 -3.53 1.84  2.260
H -2.75 -1.32 -4.15  0.220
C -4.64 0.54 -2.03  -0.186
H 4.02 -3.60 -4.55  0.397
N 2.93 -2.99 0.62  -1.186
S 2.44 -1.86 -7.18  -0.167
H 4.16 -3.72 -6.28  0.410
C -4.79 -0.76 -4.48  -0.217
S 2.45 1.80 0.43  -0.433
F 4.98 -0.16 1.51  -0.295
O -7.73 2.42 -4.01  -0.515
C 2.78 -2.38 -5.65  0.110
Zr 0.16 0.49 0.46  1.582
C 1.97 -2.60 -3.30  -0.192
Sb -0.43 3.84 0.19  0.926
F 4.37 -1.87 2.63  -0.311
C 1.42 -2.00 -2.19  0.052
H -7.89 1.82 -7.12  0.236
H -4.86 -1.26 -5.43  0.216
O 1.53 -0.97 0.79  -1.014
S 0.54 4.40 2.20  -0.874
S 2.86 -1.44 0.48  2.293
S -7.33 0.00 -5.03  0.128
O 2.54 -4.79 2.32  -0.905
H -1.69 -1.05 4.04  0.184
F 0.63 -4.81 0.01  -0.316
C -5.82 0.56 -2.74  -0.229
H 0.67 0.96 -3.23  0.218
O 1.75 -2.52 2.80  -0.953

The HOMO-LUMO gap is 6.0 eV. As for the charge: -1. Its multiplicity is 1. Its LUMO energy is 0.0489 Eh. For the electronic energy, the calculation gives -5496.92008 Ha.



Record 4
The following is a DFT calculation (ωB97M-V with the def2-TZVPD basis set) of a cluster of 5 separate species, CH14N2O4 in total at a distorted geometry.

Last column: natural (NBO) charge in e.
Positions of all 21 atoms, in Å:
H -1.73 -1.37 -1.57  0.378
O -2.19 1.08 -2.08  -0.931
O 1.81 -0.05 1.87  -0.976
N 0.58 -1.93 0.66  -0.865
O 0.28 1.94 1.33  -1.009
C -0.61 -1.25 0.08  -0.070
H -1.50 -1.65 0.67  0.169
H 0.71 -2.72 0.07  0.401
H 0.22 2.71 1.88  0.483
H 0.88 1.65 -0.25  0.496
H 0.99 -0.71 1.72  0.493
H 0.75 1.24 1.89  0.505
O 1.34 1.43 -1.14  -0.997
H 0.23 -2.13 1.63  0.354
H 2.01 0.42 1.02  0.488
H 1.31 2.28 -1.58  0.469
N -0.79 -1.71 -1.28  -0.859
H -1.27 1.17 -1.90  0.471
H -0.08 -1.22 -1.93  0.370
H -2.50 0.98 -1.13  0.463
H -0.44 -0.14 0.04  0.166

Its structure (SMILES) is NCN.O.O.O.O. The HOMO-LUMO gap is 10.2 eV. Its multiplicity is 1. Its LUMO energy is 0.0157 Eh. For the electronic energy, the calculation gives -456.90942 Ha.